[1]
{
  "formula": "C2H7NO4",
  "method": "ωB97M-V/def2-TZVPD",
  "smiles": "O=CNC=O.O.O",
  "orbital_gap_ev": 10.584,
  "e_above_lowest_ev": 2.265,
  "mol_weight_g_mol": 109.08,
  "e_homo_ev": -10.44,
  "total_charge": 0,
  "lumo_ev": 0.14,
  "symbols": ["O", "C", "N", "C", "O", "H", "H", "H", "H", "H", "O", "H", "H", "O"],
  "coordinates": [[-0.917, -1.648, -0.456], [-0.797, -0.753, 0.370], [0.230, -0.015, 0.771], [1.224, 0.201, -0.232], [2.478, 0.102, -0.044], [-1.828, -0.410, 0.994], [0.491, 0.260, 1.719], [0.810, 0.184, -1.203], [0.277, -3.259, 2.248], [1.479, -3.165, 1.342], [1.255, -2.984, 2.291], [-3.498, 4.883, -3.007], [-2.043, 5.074, -2.285], [-2.799, 4.511, -2.544]],
  "forces_ev_per_a": [[1.3598, 1.8637, 0.7048], [-6.3850, -1.2943, 1.7136], [3.8074, 1.6169, -1.4756], [5.1474, -2.4860, 2.2508], [-5.0221, 1.2704, -0.3544], [2.3640, -1.0319, -1.2220], [-0.7235, -0.4066, -0.2929], [-0.4991, 0.4223, -1.2937], [2.0444, 0.6142, 0.4788], [0.1688, 0.3595, 1.1479], [-2.2687, -0.9264, -1.6621], [-1.3619, 1.8142, -1.1768], [-1.3361, 0.0305, -0.7198], [2.7047, -1.8464, 1.9015]],
  "nbo_charge": [-0.552, 0.559, -0.687, 0.524, -0.524, 0.086, 0.448, 0.146, 0.466, 0.473, -0.938, 0.479, 0.486, -0.965]
}


[2]
{
  "formula": "C30H79Ag2N5O12",
  "method": "ωB97M-V/def2-TZVPD",
  "multiplicity": 3,
  "orbital_gap_ev": [7.425, 2.604],
  "e_above_lowest_ev": 2.089,
  "mol_weight_g_mol": 917.72,
  "e_homo_ev": [-12.57, -12.56],
  "total_charge": 2,
  "s2": 2.013,
  "lumo_ev": [-5.15, -9.95],
  "symbols": ["Ag", "Ag", "C", "C", "O", "O", "H", "H", "H", "C", "C", "O", "O", "H", "H", "H", "C", "C", "C", "O", "C", "N", "H", "H", "H", "H", "H", "H", "H", "H", "H", "H", "H", "C", "C", "C", "O", "C", "N", "H", "H", "H", "H", "H", "H", "H", "H", "H", "H", "H", "C", "C", "C", "O", "C", "N", "H", "H", "H", "H", "H", "H", "H", "H", "H", "H", "H", "C", "C", "C", "O", "C", "N", "H", "H", "H", "H", "H", "H", "H", "H", "H", "H", "H", "C", "C", "C", "O", "C", "N", "H", "H", "H", "H", "H", "H", "H", "H", "H", "H", "H", "C", "C", "O", "H", "H", "H", "H", "H", "H", "C", "C", "O", "H", "H", "H", "H", "H", "H", "C", "C", "O", "H", "H", "H", "H", "H", "H"],
  "coordinates": [[-1.726, 3.074, -0.928], [-2.710, -0.436, -2.614], [-4.714, 3.062, -4.067], [-3.711, 2.932, -2.964], [-3.287, 1.821, -2.577], [-3.228, 3.984, -2.444], [-5.546, 3.690, -3.730], [-5.174, 2.113, -4.334], [-4.366, 3.574, -4.963], [0.095, -0.650, 0.531], [-0.599, 0.574, 0.007], [-0.289, 1.712, 0.439], [-1.501, 0.484, -0.863], [0.944, -0.822, -0.134], [-0.526, -1.545, 0.498], [0.417, -0.470, 1.556], [-1.738, 1.473, -5.921], [-0.769, 0.397, -5.473], [0.674, 0.697, -5.918], [0.890, 0.437, -7.287], [0.620, -0.852, -7.763], [-0.826, 0.251, -3.984], [-2.757, 1.185, -5.654], [-1.691, 1.528, -7.009], [-1.481, 2.439, -5.483], [-1.062, -0.584, -5.849], [1.371, 0.065, -5.357], [0.854, 1.753, -5.719], [0.827, -0.802, -8.830], [-0.394, -1.250, -7.639], [1.259, -1.618, -7.303], [-0.806, 1.204, -3.619], [0.056, -0.163, -3.669], [3.253, -0.834, 3.096], [2.273, -1.807, 3.716], [2.779, -3.312, 3.522], [2.906, -3.644, 2.199], [1.725, -3.675, 1.423], [2.178, -1.544, 5.113], [3.432, -1.053, 2.045], [4.236, -0.862, 3.568], [2.871, 0.180, 3.247], [1.278, -1.737, 3.239], [2.064, -3.992, 4.007], [3.753, -3.390, 3.999], [0.896, -4.196, 1.907], [1.956, -4.145, 0.471], [1.437, -2.632, 1.237], [1.698, -0.648, 5.310], [1.601, -2.277, 5.540], [1.354, 3.005, 3.804], [1.205, 4.082, 2.728], [1.890, 5.382, 3.130], [1.615, 6.364, 2.159], [2.105, 7.616, 2.553], [1.759, 3.643, 1.431], [0.757, 2.118, 3.571], [0.957, 3.381, 4.753], [2.403, 2.731, 3.937], [0.125, 4.236, 2.646], [2.976, 5.263, 3.217], [1.517, 5.699, 4.113], [1.976, 8.385, 1.789], [3.195, 7.593, 2.679], [1.618, 7.991, 3.457], [1.130, 2.908, 1.121], [2.604, 3.098, 1.651], [2.354, -4.101, -2.806], [2.333, -2.597, -2.567], [3.661, -1.955, -2.988], [4.318, -2.495, -4.115], [3.783, -2.106, -5.359], [1.194, -1.955, -3.238], [3.106, -4.600, -2.188], [2.534, -4.346, -3.854], [1.414, -4.581, -2.516], [2.244, -2.486, -1.481], [4.369, -2.155, -2.180], [3.595, -0.872, -3.133], [4.460, -2.486, -6.122], [3.671, -1.020, -5.417], [2.828, -2.591, -5.597], [1.131, -2.323, -4.186], [0.313, -2.220, -2.805], [-2.386, -4.577, 1.945], [-3.764, -4.060, 1.562], [-3.791, -2.551, 1.526], [-4.974, -2.035, 0.894], [-6.138, -2.215, 1.687], [-4.128, -4.663, 0.260], [-2.460, -5.632, 2.214], [-1.946, -4.080, 2.816], [-1.655, -4.513, 1.132], [-4.453, -4.428, 2.327], [-3.021, -2.121, 0.876], [-3.667, -2.086, 2.509], [-6.038, -1.769, 2.682], [-6.436, -3.264, 1.731], [-6.942, -1.662, 1.200], [-3.271, -4.739, -0.279], [-4.712, -3.977, -0.216], [-3.925, 0.972, 1.913], [-4.278, 1.920, 0.788], [-3.326, 3.006, 0.772], [-2.960, 0.504, 1.717], [-4.662, 0.183, 2.060], [-3.867, 1.522, 2.858], [-5.296, 2.297, 0.908], [-4.232, 1.359, -0.146], [-3.623, 3.562, 1.504], [3.742, 0.959, -0.158], [4.917, 1.380, 0.735], [4.503, 2.526, 1.501], [2.882, 0.762, 0.483], [3.964, 0.030, -0.690], [3.508, 1.753, -0.863], [5.774, 1.686, 0.134], [5.237, 0.571, 1.388], [4.860, 3.280, 1.019], [-1.300, -0.215, 4.384], [-1.061, 0.775, 5.552], [0.158, 0.452, 6.201], [-0.730, 0.008, 3.477], [-2.321, -0.193, 3.989], [-1.141, -1.242, 4.726], [-1.929, 0.726, 6.210], [-1.001, 1.765, 5.105], [-0.051, -0.271, 6.806]],
  "forces_ev_per_a": [[-0.3767, -0.6119, -0.0969], [0.5502, -0.0541, -0.3405], [-1.0495, 0.5229, 0.2048], [-0.2504, -1.1001, -1.2903], [-0.0741, 0.8615, 0.3067], [0.9579, 0.1958, 1.0812], [0.1321, 0.0456, 0.1762], [0.3946, -0.1855, 0.0632], [0.4890, -0.1236, 0.1190], [0.0344, -0.0140, -0.0851], [-0.8417, 0.7293, -0.1267], [0.1082, 0.3160, -0.0428], [-0.1512, -0.5849, -0.2875], [0.1825, 0.0077, 0.1960], [-0.2092, 0.1434, -0.0741], [0.2466, 0.0381, -0.1054], [-0.0245, -0.7483, -0.3168], [0.1245, -0.3660, 0.6801], [-0.4899, -0.9219, -0.2059], [-0.4729, 0.9700, 0.0258], [0.2221, -0.7126, -0.1795], [0.0500, 0.5962, -0.1207], [-0.0429, 0.1733, 0.0714], [-0.0220, 0.2820, 0.0193], [-0.0177, 0.0578, -0.0415], [-0.0673, 0.1768, -0.2131], [0.0248, 0.1065, 0.3676], [0.3906, 0.0214, -0.2054], [0.0475, -0.1784, 0.0195], [-0.1594, 0.5640, 0.0195], [0.2924, 0.1468, 0.0134], [-0.0326, -0.1372, 0.1724], [-0.1755, -0.2234, 0.0978], [-0.1810, 0.6397, -0.1981], [2.4974, -0.2468, 0.6409], [-0.8487, -0.1978, -0.0035], [0.5612, -0.1198, -0.2708], [-0.0079, 0.4515, 0.1864], [-3.0669, -0.6179, -1.5727], [-0.3217, 0.1508, -0.0612], [-0.1294, -0.2674, 0.2568], [0.1275, 0.0738, -0.4074], [-0.2646, -0.2167, 0.1709], [-0.0717, 0.1371, 0.2210], [0.0741, 0.0050, -0.0819], [0.0906, -0.0990, 0.1394], [0.0960, -0.0518, 0.0529], [-0.1970, -0.0871, -0.1040], [0.9143, 0.7060, 0.6423], [0.6214, -0.0938, 0.5751], [-0.1066, 0.4015, 0.4773], [0.5159, -0.3129, -0.2274], [-0.4118, 0.0416, 0.0200], [-0.3365, 0.0889, -0.0773], [0.6186, 0.6601, -0.1005], [-0.3300, -0.7845, 0.5657], [0.1438, -0.0430, -0.2936], [0.2172, -0.0596, 0.0971], [-0.0167, -0.0623, 0.0558], [0.0669, 0.4145, -0.3451], [0.0805, -0.2728, 0.0265], [-0.0027, 0.0846, 0.0518], [-0.4788, -0.4052, -0.2848], [-0.0194, -0.1743, 0.4008], [0.0844, -0.1390, 0.1803], [-0.0255, 0.1095, -0.3231], [-0.0704, 0.6022, -0.2410], [0.0137, -0.5351, 0.2399], [-0.0572, -0.4851, -0.4783], [0.8265, -0.1506, 0.2089], [-0.4521, -0.2690, 0.0040], [0.0468, -0.3919, -0.1889], [-0.2642, 0.2339, -0.0153], [0.2344, 0.1181, -0.2499], [0.1230, 0.0156, 0.0542], [-0.1475, 0.2775, -0.0637], [-0.1474, 0.5352, -0.0540], [-0.0050, 0.1595, 0.0637], [-0.3833, 0.0714, 0.2341], [0.1740, 0.3249, 0.0115], [0.0369, 0.0459, -0.1382], [-0.1947, 0.0847, 0.2715], [0.0629, 0.0897, 0.0300], [0.1120, -0.1599, 0.1183], [0.3088, -0.3703, 0.5174], [0.4939, -0.5805, -0.2880], [-0.4826, 0.9829, -0.8932], [0.1703, -0.1468, 0.6042], [-0.4535, 0.3335, -0.4411], [0.0858, 0.7169, 0.4801], [0.0280, -0.0117, -0.0983], [-0.2120, 0.1462, -0.0223], [-0.1455, 0.1817, -0.1390], [-0.1495, 0.1332, -0.0935], [0.3852, -0.3905, 0.0909], [-0.0706, -0.1785, 0.2377], [0.2280, -0.2712, 0.1276], [0.0513, -0.0011, 0.2512], [0.0412, -0.1034, -0.1077], [-0.1290, -0.1033, -0.1742], [-0.0957, -0.3219, -0.1163], [0.0167, 0.0384, 0.4442], [-0.0753, -0.8963, 0.2357], [-0.7844, -0.1160, 0.0360], [0.0178, 0.0461, 0.0235], [-0.0620, 0.0687, -0.2665], [0.0869, -0.0035, -0.0194], [0.0919, 0.1906, -0.0892], [0.1701, 0.4098, -0.1871], [0.5133, 0.3739, -0.2063], [0.5351, -0.3634, 0.4371], [-0.6073, 0.5535, -0.5850], [0.6304, -0.5228, -0.0412], [-0.1734, 0.1697, -0.0505], [0.0722, 0.0912, -0.1496], [-0.1233, -0.0392, -0.0427], [0.1051, -0.3095, -0.0898], [-0.0412, 0.0757, 0.2414], [-0.2052, 0.2220, 0.3015], [-0.5603, 0.1233, -0.0844], [-0.6627, -0.7020, -1.7995], [0.2645, -0.3125, 0.1729], [0.5449, -0.0247, 0.3285], [-0.1130, 0.1420, 0.4459], [0.1473, -0.0355, -0.1015], [0.2433, 0.1258, 0.3185], [0.2335, 0.1546, 0.4592], [0.0890, 0.2512, 0.2147]],
  "lowdin_spin": [0.324, 0.008, 0.016, 0.022, 0.102, 0.442, 0.000, 0.007, 0.000, 0.003, 0.003, 0.043, 0.009, 0.000, 0.000, 0.001, 0.000, 0.000, 0.000, 0.000, 0.000, 0.004, 0.000, 0.000, 0.000, 0.000, 0.000, 0.000, 0.000, 0.000, 0.000, 0.000, 0.000, 0.015, 0.129, 0.052, 0.085, 0.017, 0.556, 0.000, 0.003, 0.002, 0.065, 0.003, 0.005, 0.001, 0.002, 0.010, 0.021, 0.013, 0.000, 0.000, 0.000, 0.000, 0.000, 0.003, 0.000, 0.000, 0.000, 0.000, 0.000, 0.000, 0.000, 0.000, 0.000, 0.000, 0.000, 0.000, 0.000, 0.000, 0.000, 0.000, 0.000, 0.000, 0.000, 0.000, 0.000, 0.000, 0.000, 0.000, 0.000, 0.000, 0.000, 0.000, 0.000, 0.000, 0.000, 0.000, 0.000, 0.000, 0.000, 0.000, 0.000, 0.000, 0.000, 0.000, 0.000, 0.000, 0.000, 0.000, 0.000, 0.000, 0.000, 0.015, 0.000, 0.000, 0.000, 0.000, 0.000, 0.000, 0.000, 0.000, 0.000, 0.000, 0.000, 0.000, 0.000, 0.000, 0.000, 0.001, 0.001, 0.017, 0.000, 0.000, 0.000, 0.000, 0.000, 0.000]
}